[1]
# C37H68IN2O10

A 9-piece molecular cluster, C37H68IN2O10 overall (ωB97M-V with the def2-TZVPD basis set, the Open Molecules 2025 dataset).

* net charge: +1
* frontier orbital gap: 6.78 eV
* HOMO: -10.58 eV
* energy: -71020.160 eV
* M: 827.9 g/mol

```
118
Properties=species:S:1:pos:R:3:forces:R:3
C -1.7973 4.3520 2.7289 -0.3 -0.3 -0.1
C -2.9487 3.3745 3.2095 0.2 0.3 0.2
C -2.4577 1.9231 3.5637 -1.0 0.1 -0.7
C -1.8723 1.2131 2.2556 -1.1 0.5 1.4
N -0.7001 0.4186 2.6941 -0.4 -0.7 -1.6
C -0.2426 -0.5212 1.7228 1.3 -2.0 -1.5
C -1.0643 -1.1593 0.7079 1.3 0.8 1.1
N -0.5575 -2.0497 -0.2360 0.9 0.1 1.5
C -1.5093 -2.5915 -1.2495 -0.1 0.7 -1.4
C -1.1414 -1.9713 -2.6530 -0.1 0.2 0.1
C -0.8472 -0.4169 -2.6383 -0.9 -0.2 -0.6
I 1.1868 -0.0470 -3.3533 -0.7 0.1 0.5
C 0.7553 -2.4145 -0.2420 1.8 1.2 2.0
C 1.7287 -1.8308 0.7546 -3.4 0.5 -0.3
C 1.2010 -0.8901 1.7162 -0.7 -0.5 -1.1
C 2.1294 -0.1880 2.7760 -0.3 0.7 -0.7
O 2.2654 -0.5879 3.8837 0.1 -0.3 -0.3
O 2.7476 0.9718 2.3116 -1.7 -1.3 0.0
H -0.8721 3.8024 2.4090 -0.8 0.4 0.3
H -2.1757 4.9113 1.8328 0.5 -0.2 0.9
H -1.5002 5.0596 3.5451 -0.3 -0.6 -0.8
H -3.4928 3.8581 4.0757 0.6 -0.8 -1.0
H -3.6984 3.2766 2.3761 0.6 0.0 0.7
H -1.7523 1.8712 4.4306 -0.3 0.3 -0.9
H -3.3792 1.3470 3.8680 1.0 0.5 -0.1
H -1.6189 1.9651 1.4594 0.2 -0.8 0.8
H -2.7224 0.5873 1.8622 0.8 0.4 0.2
H -0.8907 -0.0301 3.5968 0.3 0.2 -0.4
H -2.1500 -0.9474 0.6529 1.0 -0.3 -0.1
H -2.5316 -2.2320 -0.9689 1.0 -0.6 -0.1
H -1.4756 -3.7050 -1.3335 0.1 1.0 0.5
H -2.0210 -2.1442 -3.3305 0.9 -0.1 0.6
H -0.2423 -2.4798 -3.0782 -0.9 0.2 0.3
H -1.5270 0.0651 -3.3889 0.8 -0.3 0.7
H -1.0397 0.0953 -1.6666 0.5 -0.5 -0.7
H 1.1719 -3.1457 -0.9711 -0.7 0.7 0.5
H 2.7976 -2.1215 0.7404 -1.0 0.2 -0.2
H 2.0868 1.3350 1.6835 0.8 0.1 0.1
C 4.4571 -5.4167 -1.3956 -0.3 -0.1 0.0
C 4.4127 -3.9312 -1.2157 -0.1 0.0 -0.1
O 3.3583 -3.3163 -1.2553 0.1 -0.1 0.1
C 5.7192 -3.2245 -0.9823 -0.3 0.4 0.0
H 3.4456 -5.7895 -1.5548 0.1 0.0 -0.1
H 5.0637 -5.6682 -2.2675 0.1 0.0 0.1
H 4.8686 -5.8872 -0.4995 0.2 0.0 -0.1
H 6.3817 -3.3796 -1.8356 0.1 -0.2 0.1
H 6.1870 -3.5995 -0.0701 0.1 -0.1 -0.1
H 5.5381 -2.1547 -0.8692 0.0 -0.1 0.0
C 4.8740 -3.6327 -5.5974 -0.2 -0.2 0.3
C 6.0017 -4.5186 -5.1347 0.0 -0.2 0.1
O 5.8352 -5.3484 -4.2597 0.0 0.2 -0.1
C 7.3393 -4.3364 -5.7966 0.1 -0.2 0.3
H 3.9706 -3.8734 -5.0353 0.1 0.0 0.0
H 5.1268 -2.5845 -5.4227 0.0 0.0 -0.2
H 4.6817 -3.8005 -6.6585 0.1 0.2 0.0
H 7.7015 -3.3194 -5.6291 -0.1 0.1 -0.2
H 7.2547 -4.5355 -6.8656 0.1 0.1 0.0
H 8.0529 -5.0374 -5.3670 -0.1 0.0 -0.1
C 9.9525 -8.7278 -6.8325 0.0 0.2 -0.3
C 8.6968 -8.0467 -6.3529 -0.1 0.2 -0.2
O 8.2154 -7.1122 -6.9575 0.1 -0.2 0.1
C 8.0619 -8.5728 -5.0913 -0.3 0.2 0.0
H 10.2979 -8.2463 -7.7474 0.0 0.0 0.1
H 10.7342 -8.6431 -6.0752 0.0 -0.2 0.0
H 9.7478 -9.7786 -7.0451 0.1 0.0 0.2
H 8.7604 -8.4813 -4.2572 0.0 -0.2 0.0
H 7.7739 -9.6170 -5.2272 0.2 0.0 0.1
H 7.1686 -7.9891 -4.8656 0.1 0.0 0.0
C 3.4962 2.4221 -6.0587 0.1 -0.1 0.3
C 4.0861 1.1068 -6.4969 0.1 -0.3 0.2
O 4.5098 0.3049 -5.6894 -0.2 0.1 -0.1
C 4.1296 0.8268 -7.9764 0.2 -0.3 0.1
H 3.5309 2.4870 -4.9708 0.0 0.0 -0.1
H 4.0758 3.2467 -6.4775 -0.2 0.0 -0.1
H 2.4555 2.4902 -6.3814 0.1 0.1 -0.1
H 4.7355 1.5819 -8.4804 -0.2 0.1 -0.1
H 3.1172 0.8240 -8.3844 0.1 0.2 -0.1
H 4.5782 -0.1521 -8.1458 0.0 0.1 0.0
C -6.8080 5.1492 5.1553 0.4 0.1 -0.1
C -6.0508 4.1149 5.9432 0.2 0.0 -0.1
O -4.8474 3.9866 5.8274 -0.2 0.0 0.1
C -6.8442 3.2444 6.8818 0.3 -0.2 0.1
H -6.1130 5.7021 4.5223 0.0 0.0 0.0
H -7.5496 4.6628 4.5192 -0.2 0.1 0.2
H -7.2971 5.8501 5.8346 -0.3 -0.1 -0.1
H -7.5879 2.6747 6.3216 -0.2 0.2 0.1
H -7.3347 3.8619 7.6361 -0.2 0.0 -0.1
H -6.1725 2.5466 7.3826 0.0 0.1 0.0
C -9.1950 8.7604 5.3679 0.0 -0.5 0.1
C -9.9191 8.0631 6.4906 0.0 -0.2 0.0
O -9.8563 6.8587 6.6287 0.0 0.2 0.0
C -10.7236 8.9190 7.4356 -0.1 -0.3 0.2
H -8.6615 8.0255 4.7719 -0.1 0.1 0.1
H -9.9119 9.2772 4.7268 0.1 0.2 0.1
H -8.4733 9.4712 5.7762 -0.1 0.2 -0.1
H -11.5083 9.4427 6.8865 0.1 0.2 0.0
H -10.0705 9.6375 7.9343 -0.1 0.1 -0.1
H -11.1884 8.2851 8.1911 0.0 0.0 -0.1
C 1.6561 -8.2218 1.5442 -0.1 -0.3 -0.1
C 0.9598 -7.7295 0.3016 -0.2 -0.4 -0.2
O 0.3995 -8.4914 -0.4524 0.1 0.2 0.1
C 0.9889 -6.2445 0.0335 -0.2 0.1 -0.2
H 1.5550 -9.3048 1.6090 0.0 0.1 0.0
H 2.7179 -7.9708 1.5005 0.0 0.1 0.1
H 1.2002 -7.7735 2.4292 0.2 0.1 0.0
H 2.0198 -5.9065 -0.0764 -0.1 0.1 0.2
H 0.5016 -5.7101 0.8525 0.2 0.0 0.1
H 0.4517 -6.0332 -0.8928 0.0 -0.1 0.0
C -5.1914 9.0393 4.3057 -0.3 -0.1 0.2
C -6.0282 8.7063 3.0968 -0.3 -0.1 0.0
O -7.1502 8.2605 3.2103 0.4 0.0 -0.2
C -5.4142 8.9497 1.7422 -0.3 -0.1 -0.2
H -5.7574 8.8147 5.2102 0.0 0.0 -0.1
H -4.2799 8.4384 4.3046 0.1 0.2 0.0
H -4.9409 10.1017 4.3036 0.2 -0.1 -0.1
H -4.5125 8.3448 1.6284 0.1 0.2 0.0
H -5.1734 10.0081 1.6273 0.2 -0.1 0.0
H -6.1262 8.6664 0.9669 0.0 0.0 0.1
```
Forces are in eV/Å.

=====

[2]
# C39H41Br2N5O3PdS6

C39H41Br2N5O3PdS6 as an isolated structure (ωB97M-V with the def2-TZVPD basis set, the Open Molecules 2025 dataset).

* relative energy (zero: lowest compared OMol25 entry of this formula, charge and spin): 0.00 kJ/mol
* net charge: +2
* frontier orbital gap (spin up / spin down): 6.78 / 4.78 eV
* spin multiplicity: 5
* HOMO (spin up / spin down): -12.15 / -12.23 eV
* energy: -263262.450 eV
* ⟨S²⟩: 6.05
* M: 1086.4 g/mol

```
97
Properties=species:S:1:pos:R:3:forces:R:3
Pd -1.3869 0.4235 0.9314 -0.2 -0.1 -0.1
C -1.9479 -1.9005 -1.4434 0.0 0.0 0.0
C -2.8798 -2.0753 -0.2892 0.0 0.0 0.0
C -3.9014 -3.0423 -0.3151 0.0 0.0 0.0
C -4.7439 -3.1819 0.7529 0.0 0.0 0.0
C -4.5897 -2.3414 1.8719 0.0 0.0 0.0
C -5.4062 -2.3831 3.0521 0.0 0.0 0.0
Br -6.7863 -3.6205 3.1885 0.0 0.0 0.0
C -5.1952 -1.5139 4.1124 0.0 0.0 0.0
C -4.1925 -0.5661 4.0601 0.0 0.0 0.0
Br -3.9220 0.6046 5.4748 0.0 0.0 0.0
C -3.3398 -0.4516 2.9085 0.0 0.0 0.0
O -2.4444 0.4200 2.8292 0.0 0.1 0.0
C -3.5651 -1.3983 1.8173 0.0 0.0 0.0
N -2.7338 -1.2902 0.7655 -0.1 0.1 -0.1
H -1.6449 -2.8691 -1.8394 0.0 0.0 0.0
H -1.0497 -1.3603 -1.1395 0.0 0.0 0.0
H -2.4481 -1.3462 -2.2410 0.0 0.0 0.0
H -4.0042 -3.6749 -1.1860 0.0 0.0 0.0
H -5.5272 -3.9273 0.7427 0.0 0.0 0.0
H -5.8269 -1.5754 4.9874 0.0 0.0 0.0
O -0.2570 2.2784 0.6695 0.1 0.1 0.0
S 0.6368 3.1105 1.5942 0.0 0.0 0.1
C -0.3020 4.6308 1.8752 0.0 0.0 0.0
C -1.0181 5.1606 0.6261 0.0 0.0 0.0
C -2.5408 5.1062 0.7640 0.0 0.0 0.0
C -3.0953 3.6968 0.9385 0.0 0.0 0.0
S -3.5462 2.7336 -0.5447 0.0 -0.1 0.1
O -3.1504 1.3075 -0.1767 0.0 0.1 0.0
C -2.4355 3.2780 -1.8204 0.0 0.1 0.0
C -1.3600 2.5016 -2.2162 0.0 0.0 0.0
C -0.5836 2.9247 -3.2852 0.0 0.0 0.0
C -0.8800 4.1136 -3.9380 0.0 0.0 0.0
C -1.9782 4.8703 -3.5499 0.0 0.0 0.0
C -2.7773 4.4408 -2.5019 0.0 0.0 0.0
C 1.9127 3.7759 0.5508 0.0 0.0 0.0
C 1.8934 3.5432 -0.8127 0.0 0.0 0.0
C 2.9116 4.0750 -1.5919 0.0 0.0 0.0
C 3.9257 4.8155 -1.0035 0.0 0.0 0.0
C 3.9398 5.0222 0.3701 0.0 0.0 0.0
C 2.9328 4.4936 1.1616 0.0 0.0 0.0
H 0.4378 5.3296 2.2681 0.0 0.0 0.0
H -0.9892 4.4025 2.6930 0.0 0.0 0.0
H -0.6980 4.6066 -0.2583 0.0 0.0 0.0
H -0.7213 6.1965 0.4636 0.0 0.0 0.0
H -3.0032 5.6106 -0.0849 0.0 0.0 0.0
H -2.8385 5.6838 1.6422 0.0 0.0 0.0
H -4.0259 3.6999 1.5066 0.0 0.0 0.0
H -2.3887 3.0434 1.4507 0.0 0.0 0.0
H -1.1448 1.5718 -1.7064 0.0 0.0 0.0
H 0.2530 2.3217 -3.6154 0.0 0.0 0.0
H -0.2696 4.4389 -4.7697 0.0 0.0 0.0
H -2.2288 5.7788 -4.0801 0.0 0.0 0.0
H -3.6698 4.9943 -2.2354 0.0 0.0 0.0
H 1.0946 2.9591 -1.2470 0.0 0.0 0.0
H 2.9169 3.9031 -2.6600 0.0 0.0 0.0
H 4.7212 5.2196 -1.6145 0.0 0.0 0.0
H 4.7412 5.5864 0.8269 0.0 0.0 0.0
H 2.9493 4.6361 2.2363 0.0 0.0 0.0
S 4.8382 0.8160 -1.3760 0.1 0.0 0.0
C 3.5751 0.0737 -0.6611 -0.1 0.1 0.0
S 2.9261 0.4787 0.9209 0.1 -0.1 0.0
C 1.6469 -0.6801 0.6955 0.0 0.1 0.0
N 1.7035 -1.3280 -0.4144 0.0 0.1 -0.1
N 2.7842 -0.9279 -1.1528 0.0 -0.1 -0.1
C 2.9640 -1.5557 -2.4311 0.0 0.0 0.1
C 4.1551 -2.2052 -2.7102 0.0 0.0 0.0
C 4.3034 -2.8408 -3.9340 0.0 0.0 0.0
C 3.2651 -2.8261 -4.8560 0.0 0.0 0.0
C 2.0771 -2.1715 -4.5617 0.0 0.0 0.0
C 1.9233 -1.5263 -3.3430 0.0 -0.1 0.0
S 0.4059 -0.8902 1.8984 0.2 0.0 0.2
H 4.9593 -2.1892 -1.9867 0.0 0.0 0.0
H 5.2320 -3.3423 -4.1698 0.0 0.0 0.0
H 3.3850 -3.3218 -5.8098 0.0 0.0 0.0
H 1.2728 -2.1558 -5.2849 0.0 0.0 0.0
H 1.0041 -1.0108 -3.0946 0.0 0.0 0.0
C 0.9589 -3.9199 4.1278 0.0 0.0 0.0
N 1.5145 -4.4793 2.8976 0.0 0.0 0.0
C 2.4213 -5.6073 3.1223 0.0 0.0 0.0
C 1.0337 -4.1797 1.6884 -0.1 0.0 0.0
S -0.5318 -3.4392 1.5167 0.1 0.0 0.0
N 1.7530 -4.4672 0.6019 0.1 0.0 -0.1
C 1.1559 -4.5608 -0.7300 0.0 0.0 0.0
C 3.2159 -4.4395 0.6023 0.0 0.0 0.0
H 1.7715 -3.8111 4.8448 0.0 0.0 0.0
H 0.2050 -4.5891 4.5457 0.0 0.0 0.0
H 0.5191 -2.9478 3.9413 0.0 0.0 0.0
H 2.0176 -6.1948 3.9463 0.0 0.0 0.0
H 3.4243 -5.2768 3.3915 0.0 0.0 0.0
H 2.4664 -6.2375 2.2400 0.0 0.0 0.0
H 0.1457 -4.9516 -0.6631 0.0 0.0 0.0
H 1.7634 -5.2526 -1.3122 0.0 0.0 0.0
H 1.1550 -3.5858 -1.2173 0.0 0.0 0.0
H 3.5820 -3.9539 1.5032 0.0 0.0 0.0
H 3.5296 -3.8575 -0.2639 0.0 0.0 0.0
H 3.6494 -5.4366 0.5225 0.0 0.0 0.0
```
Forces are in eV/Å.

=====

[3]
# C5H5NO2S

One molecule with the formula C5H5NO2S (ωB97M-V with the def2-TZVPD basis set, the Open Molecules 2025 dataset).

* relative energy (zero: lowest compared OMol25 entry of this formula, charge and spin): 61.79 kJ/mol
* frontier orbital gap (spin up / spin down): 8.99 / 8.99 eV
* HOMO (spin up / spin down): -9.09 / -9.09 eV
* energy: -21685.496 eV
* M: 143.2 g/mol

```
14
Properties=species:S:1:pos:R:3:forces:R:3
C -1.4580 -1.5155 0.0808 -2.0 -2.5 -0.2
C -2.4387 -0.5561 -0.0346 3.8 -1.4 0.2
C -0.0818 -1.0893 -0.0030 -1.5 2.3 -0.2
C 0.6895 1.3565 -0.0666 1.5 1.6 -0.2
C 2.0990 0.8863 0.0287 -0.2 -2.5 0.5
N -0.2508 0.4193 -0.2617 -0.7 -3.4 0.5
O 0.9793 -1.6297 0.1196 -0.2 -0.3 -0.2
O 0.3170 2.5035 0.0407 0.3 0.8 0.1
S -1.8433 0.9764 -0.1517 0.5 1.7 -0.5
H -1.7579 -2.6208 0.1488 0.8 1.8 0.0
H -3.4500 -0.6513 -0.1094 -2.6 -0.7 0.1
H 2.3919 0.2042 -0.8090 -0.2 1.0 0.3
H 1.9851 0.0342 0.7995 1.0 1.7 -0.5
H 2.8188 1.6823 0.2180 -0.3 -0.2 0.1
```
Forces are in eV/Å.

=====

[4]
# C4H6ClPS

A 2-piece molecular cluster, C4H6ClPS overall (ωB97M-V with the def2-TZVPD basis set, the Open Molecules 2025 dataset).

* relative energy (zero: lowest compared OMol25 entry of this formula, charge and spin): 441.64 kJ/mol
* frontier orbital gap (spin up / spin down): 4.93 / 7.34 eV
* HOMO (spin up / spin down): -8.32 / -9.75 eV
* energy: -36887.670 eV
* M: 152.6 g/mol

```
13
Properties=species:S:1:pos:R:3:forces:R:3
C -1.7749 1.1197 1.3772 -2.9 1.6 0.1
C 1.7188 -1.3758 -1.2204 -0.7 -1.0 -0.5
C -1.5451 0.2370 0.4287 1.7 -1.0 1.3
C 0.8378 -0.5843 -0.6828 1.1 1.4 -0.2
P -0.1173 -0.7816 0.7169 0.7 0.3 1.6
S 0.9213 -0.6378 2.3812 -0.9 -0.2 -0.7
Cl 0.9011 1.8826 -2.2488 0.1 -0.2 0.3
H -2.7712 1.6702 1.2858 1.6 -0.3 0.3
H -1.1445 1.3195 2.2589 -0.4 -0.4 -0.6
H 2.3214 -0.9419 -1.9917 0.7 -0.5 -0.2
H 1.6099 -2.4118 -0.9356 0.8 -0.4 -0.5
H -2.0437 -0.0330 -0.4657 -0.9 0.3 -0.6
H 1.0865 0.5371 -0.9036 -1.0 0.2 -0.4
```
Forces are in eV/Å.

=====

Question: M of number 3 (C5H5NO2S)?
Answer: 143.2 g/mol

=====

Question: Among the records above, which one has the lowest energy?
Answer: C39H41Br2N5O3PdS6

=====

Question: Which value of energy does entry 4 give?
Answer: -36887.670 eV

=====

Question: Among the records above, which one has the highest M?
Answer: C39H41Br2N5O3PdS6